The following is a quantum chemistry calculation of an isolated molecule of C3H3NS3 in a non-equilibrium geometry, from the OMol25 dataset.

Geometry as XYZ:
```
10
Properties=species:S:1:pos:R:3:forces:R:3:nbo_charge:R:1
S -2.606 -0.741 -0.108 -0.227 0.102 -0.014 0.08
C -1.020 -0.930 -0.169 -0.311 0.663 0.456 -0.12
N 0.005 0.019 0.052 -1.231 -1.807 -1.658 -0.49
C -0.203 1.354 0.321 0.149 0.854 0.139 -0.13
S -1.289 2.368 -0.273 -0.004 -0.228 0.063 0.14
C 1.259 -0.483 -0.217 -0.078 -0.806 1.821 -0.12
S 2.658 0.250 -0.181 1.131 1.102 -0.380 0.05
H -0.610 -1.912 -0.310 0.291 -0.326 -0.181 0.20
H 0.552 1.638 1.024 0.438 0.692 0.402 0.20
H 1.254 -1.563 -0.140 -0.159 -0.245 -0.648 0.20
```
Positions in Å, forces in eV/Å.

Its total energy is -37153.496 eV. As for the LUMO energy: -1.09 eV. Its SMILES is S=CN(C=S)C=S.

The following is a quantum chemistry calculation of a 2-piece molecular cluster, CHF3S2 overall in a non-equilibrium geometry, from the OMol25 dataset.

Geometry as XYZ:
```
7
Properties=species:S:1:pos:R:3:forces:R:3:nbo_charge:R:1
C 1.150 -0.326 -0.414 -3.480 0.373 3.248 1.00
F 1.597 -0.183 0.881 -0.268 -0.046 -1.805 -0.34
F 2.068 -0.208 -1.265 1.590 0.293 -1.335 -0.28
F 0.516 -1.496 -0.498 0.459 0.449 -0.145 -0.32
S -2.367 0.309 0.212 0.534 0.190 2.784 -0.05
S -0.898 1.341 -0.578 1.895 -0.757 -0.286 -0.14
H -2.065 0.564 1.661 -0.730 -0.503 -2.462 0.14
```
Positions in Å, forces in eV/Å.

Its total energy is -30873.851 eV. As for the LUMO energy (alpha / beta): -0.82 / -1.48 eV.

The following is a quantum chemistry calculation of a 3-piece molecular cluster, C5H13NO3 overall in a non-equilibrium geometry, from the OMol25 dataset.

Geometry as XYZ:
```
22
Properties=species:S:1:pos:R:3:forces:R:3:nbo_charge:R:1
C -0.109 -0.742 0.539 0.196 0.810 -0.182 0.18
C 2.259 0.378 0.632 1.069 0.404 -0.286 0.13
C -0.094 0.387 -0.225 0.220 -0.544 0.711 0.14
C -2.285 -0.396 -0.421 -0.929 -0.100 -0.311 -0.45
C -3.122 0.373 0.559 0.025 0.031 0.035 -0.66
N 2.750 -0.266 -0.594 -0.027 0.026 0.281 -0.91
O 0.272 -1.948 0.101 0.127 -0.249 -0.185 -0.67
O 2.530 1.756 0.578 -0.226 -0.390 0.008 -0.73
O 0.399 0.408 -1.472 0.340 -0.132 -0.256 -0.76
H 0.396 -1.902 -0.860 -0.054 0.050 0.065 0.49
H 1.957 2.165 -0.082 0.014 -0.042 -0.009 0.47
H 1.384 0.098 -1.410 -0.477 0.121 -0.017 0.50
H -0.418 -0.714 1.571 -0.064 -0.009 0.006 0.21
H 2.708 -0.011 1.547 -0.161 -0.052 0.011 0.14
H -0.427 1.318 0.216 -0.046 0.003 -0.015 0.19
H 3.656 0.107 -0.889 -0.206 0.005 0.126 0.38
H 2.852 -1.267 -0.450 -0.018 0.078 0.006 0.38
H -2.262 -0.017 -1.438 0.043 0.027 0.012 0.19
H -2.384 -1.478 -0.384 0.070 0.003 0.037 0.18
H -2.985 0.012 1.584 0.007 0.014 -0.042 0.20
H -4.198 0.298 0.346 0.096 -0.007 0.005 0.21
H -2.880 1.440 0.552 0.001 -0.045 -0.001 0.20
```
Positions in Å, forces in eV/Å.

Its total energy is -13022.785 eV. As for the LUMO energy (alpha / beta): 0.73 / 0.70 eV.

The following is a quantum chemistry calculation of a 2-piece molecular cluster, C5H11NO overall, from the OMol25 dataset.

Geometry as XYZ:
```
18
Properties=species:S:1:pos:R:3:forces:R:3:nbo_charge:R:1
C 1.417 -1.552 1.159 -0.005 -0.079 0.219 -0.38
C 1.907 -0.755 0.216 -0.246 -0.173 0.111 -0.22
C 1.767 -1.021 -1.211 0.227 -0.065 -0.198 -0.22
C 2.122 -0.149 -2.145 0.062 0.236 0.039 -0.36
H 0.935 -2.491 0.914 -0.071 0.007 -0.102 0.19
H 1.470 -1.309 2.213 0.131 0.034 -0.071 0.20
H 2.408 0.162 0.500 0.002 0.130 -0.031 0.20
H 1.365 -1.981 -1.514 -0.137 -0.049 0.128 0.20
H 1.994 -0.332 -3.202 0.005 -0.082 -0.006 0.20
H 2.544 0.807 -1.856 0.008 0.056 -0.070 0.19
N -1.444 0.910 1.466 0.128 -0.167 -0.106 -0.83
C -2.602 1.295 0.723 0.140 -0.030 0.297 0.09
O -2.454 0.994 -0.666 -0.099 -0.056 -0.045 -0.74
H -1.289 -0.088 1.371 0.021 0.042 0.030 0.36
H -0.611 1.363 1.105 -0.073 0.053 0.001 0.36
H -3.455 0.754 1.143 -0.059 0.070 -0.100 0.15
H -2.751 2.368 0.861 -0.083 0.049 -0.053 0.15
H -3.324 1.023 -1.078 0.047 0.024 -0.043 0.47
```
Positions in Å, forces in eV/Å.

Its total energy is -8899.412 eV. As for the LUMO energy: 0.98 eV. Its SMILES is C=CC=C.NCO.

The following is a quantum chemistry calculation of a 2-piece molecular cluster, C9H19Cl2N5O4PS overall in a non-equilibrium geometry, from the OMol25 dataset.

Geometry as XYZ:
```
41
Properties=species:S:1:pos:R:3:forces:R:3:nbo_charge:R:1
C 4.244 1.974 0.102 -0.441 -1.264 -0.596 -0.67
C 3.138 0.812 0.089 -0.114 0.861 1.634 0.28
N 2.512 0.528 1.200 0.843 -0.147 -2.964 -0.58
C 2.866 0.096 -1.301 0.743 -0.111 0.182 -0.31
N 1.434 -0.068 -1.639 -0.538 -0.423 0.405 -0.39
C 0.904 -1.407 -2.085 -1.136 -0.201 -1.424 -0.44
C 0.532 0.915 -1.628 -1.741 1.019 0.070 0.60
N -0.864 0.712 -2.006 2.337 5.383 1.404 -0.44
C -1.358 2.041 -1.866 1.954 -0.605 -0.734 0.09
P -3.190 2.442 -2.260 -1.560 -1.309 -0.882 1.12
O -3.506 1.491 -3.654 1.859 1.666 1.910 -0.92
Cl -3.371 4.431 -2.913 0.817 -1.037 0.044 -0.27
N -0.390 2.971 -1.405 -2.464 -2.454 -1.223 -0.23
Cl -0.465 4.629 -1.040 0.125 -1.037 -0.186 0.31
N 0.765 2.261 -1.269 0.669 -1.963 -0.275 -0.40
H 4.753 2.050 1.118 -0.911 -0.036 -1.425 0.27
H 3.764 2.958 -0.211 0.681 -1.114 0.502 0.21
H 4.998 1.686 -0.701 -0.730 0.605 1.085 0.23
H 1.842 -0.242 0.992 0.225 0.513 0.250 0.33
H 3.320 -0.947 -1.229 -0.677 1.351 -0.126 0.26
H 3.401 0.613 -2.153 -0.556 -0.364 0.978 0.23
H 1.695 -2.210 -2.067 -0.788 1.120 0.355 0.23
H 0.598 -1.272 -3.180 0.457 -0.339 1.414 0.22
H -0.057 -1.696 -1.530 1.789 0.455 -0.534 0.29
H -2.709 1.446 -4.222 -0.579 -0.084 0.045 0.50
H 1.598 2.750 -0.937 -0.316 -0.540 -0.072 0.46
O -0.787 -1.657 0.526 -0.191 -0.154 0.148 -0.98
S -0.930 -2.422 1.741 -0.227 -0.146 1.308 2.37
O -1.627 -3.678 1.762 0.267 0.667 -0.515 -0.91
O -1.540 -1.468 2.891 0.868 -0.434 -0.574 -0.71
C -2.784 -0.804 2.637 -1.031 0.231 -0.141 -0.08
C -3.960 -1.760 2.707 -0.009 -0.264 -0.138 -0.64
C 0.664 -2.664 2.467 0.024 0.145 -0.014 -0.88
H -2.751 -0.287 1.673 0.163 -0.115 0.000 0.18
H -2.896 -0.040 3.408 0.368 -0.124 0.024 0.20
H -3.917 -2.501 1.907 -0.017 0.061 0.028 0.23
H -4.903 -1.219 2.612 0.107 0.062 0.061 0.22
H -3.956 -2.305 3.654 -0.018 0.118 -0.029 0.23
H 1.194 -1.713 2.491 -0.062 -0.039 0.111 0.24
H 1.202 -3.381 1.847 -0.143 0.005 -0.023 0.26
H 0.537 -3.065 3.471 -0.049 0.042 -0.083 0.27
```
Positions in Å, forces in eV/Å.

Its total energy is -70440.944 eV. As for the total charge: +1. As for the LUMO energy: -3.92 eV.

The following is a quantum chemistry calculation of an isolated ion of composition C5H13N2 and charge +1 in a non-equilibrium geometry, from the OMol25 dataset.

Geometry as XYZ:
```
20
Properties=species:S:1:pos:R:3:forces:R:3:nbo_charge:R:1
N 1.894 1.097 -1.082 -2.470 1.986 -1.632 -0.90
C 1.719 1.374 0.297 -0.322 -0.611 -0.078 0.13
C 0.802 0.650 1.058 -0.092 -0.864 2.398 -0.45
C -0.766 0.722 1.186 -0.277 -0.225 -0.937 -0.41
C -1.552 -0.535 0.733 -0.043 2.220 0.093 -0.45
C -1.344 -0.919 -0.734 -1.335 -3.594 -0.222 -0.23
N 0.060 -1.531 -0.880 -0.227 -0.097 0.498 -0.72
H 1.208 1.702 -1.669 1.709 -1.251 0.591 0.39
H 2.871 1.281 -1.317 -0.525 0.547 -0.304 0.40
H 2.384 2.229 0.584 0.578 -1.954 1.069 0.22
H 1.233 -0.020 1.899 -0.355 2.547 -0.124 0.24
H -1.081 1.600 0.580 -0.018 -0.500 0.473 0.22
H -1.212 0.849 2.255 1.780 0.311 -1.509 0.25
H -1.258 -1.283 1.494 -0.458 -0.398 -0.965 0.23
H -2.611 -0.224 0.892 0.544 -0.807 -0.223 0.25
H -2.175 -1.755 -0.922 2.066 1.592 -0.110 0.24
H -1.323 -0.273 -1.618 -0.745 0.822 0.982 0.23
H 0.343 -1.627 -1.846 0.210 0.750 -0.393 0.43
H 0.145 -2.505 -0.581 -0.113 0.317 0.889 0.43
H 0.664 -0.833 -0.329 0.095 -0.793 -0.497 0.48
```
Positions in Å, forces in eV/Å.

Its total energy is -8365.466 eV. As for the total charge: +1. As for the LUMO energy: -4.20 eV. Its SMILES is N/C=C\CCC[NH3+].

The following is a quantum chemistry calculation of a 13-piece molecular cluster, H27O13 overall in a non-equilibrium geometry, from the OMol25 dataset.

Geometry as XYZ:
```
40
Properties=species:S:1:pos:R:3:forces:R:3:nbo_charge:R:1
O -1.699 0.555 -0.290 1.232 3.722 0.153 -0.86
H -1.819 -0.384 -0.288 0.370 -1.698 -0.239 0.54
H -1.255 0.887 0.608 -1.631 -0.486 -0.475 0.52
O 2.476 2.095 0.261 0.020 -3.645 -6.954 -0.94
H 3.073 1.329 0.182 -0.287 1.151 1.348 0.51
H -0.906 -2.326 -0.166 0.402 0.264 0.258 0.51
O -3.204 3.144 -0.466 -0.587 -1.055 0.002 -0.98
H 0.490 0.425 -4.053 -3.092 2.021 -0.039 0.46
O 1.719 -0.818 1.735 0.540 2.395 -0.429 -0.93
H -1.613 -1.500 4.164 0.358 -0.263 1.741 0.46
H 1.497 -1.693 1.876 -1.723 -2.943 0.480 0.47
O 2.540 1.706 2.965 1.188 -1.946 -1.327 -0.96
H 2.115 2.351 3.454 -1.233 2.043 1.771 0.47
H 2.175 0.867 3.276 -0.084 0.066 -0.219 0.49
O -0.022 -3.199 -1.280 1.336 7.681 -2.537 -0.96
H -0.036 -4.019 -1.009 0.392 -6.854 2.047 0.47
H 0.922 -2.851 -1.420 -1.611 -1.028 0.330 0.53
O -2.884 -0.979 -1.847 -0.992 0.231 6.959 -0.92
H -2.775 -1.011 -2.696 1.285 0.266 -8.080 0.46
H -3.281 -1.823 -1.703 -0.630 -0.969 0.628 0.47
O 1.207 -0.125 -4.113 0.704 -3.429 -0.312 -0.91
H 1.901 0.419 -3.865 2.411 1.561 0.446 0.46
H 0.908 0.469 -1.484 -1.466 3.740 2.163 0.51
O -1.952 -0.928 3.499 -0.112 -0.363 -1.160 -0.92
H -0.949 0.985 -0.919 -0.837 -1.232 0.908 0.54
H -1.839 -1.568 2.780 -0.139 0.686 -0.512 0.46
O 2.667 -2.219 -1.616 3.704 2.616 0.810 -0.95
H 2.979 -1.245 -1.802 -1.420 -2.625 0.086 0.48
H 3.551 -2.493 -1.172 -2.307 -0.073 -0.961 0.49
O -1.245 -1.759 0.579 -1.773 -1.477 0.093 -0.99
H 2.658 -0.939 1.719 1.213 0.548 -0.064 0.46
H -2.135 -2.176 0.740 1.188 0.600 -0.032 0.47
O -1.003 1.849 1.672 2.686 0.046 -0.652 -0.91
H -1.685 2.523 1.754 0.054 0.339 -0.409 0.52
H -0.181 2.171 1.162 -2.175 0.052 1.668 0.49
O 0.482 1.377 -1.028 0.670 -3.426 -2.931 -0.99
H 1.038 1.683 -0.270 0.936 -0.526 -0.706 0.51
H 2.399 2.597 0.965 0.749 2.806 6.073 0.50
H -2.671 3.918 -0.662 -0.390 -0.064 -0.868 0.48
H -3.645 2.704 -1.241 1.055 1.269 0.942 0.50
```
Positions in Å, forces in eV/Å.

Its total energy is -27046.941 eV. As for the total charge: +1. As for the LUMO energy: -3.21 eV.

The following is a quantum chemistry calculation of C22H34GdNOP3 as an isolated structure in a non-equilibrium geometry, from the OMol25 dataset.

Geometry as XYZ:
```
62
Properties=species:S:1:pos:R:3:forces:R:3:mulliken_spin:R:1
C -1.241 3.298 -2.791 0.058 -0.053 0.148 0.15
C -1.011 2.019 -2.287 0.270 -0.019 0.326 -0.01
C 0.333 1.572 -2.157 0.027 0.138 -0.221 0.06
C 1.417 2.401 -2.573 -0.784 0.530 -0.067 -0.09
C 1.127 3.719 -3.020 0.026 -0.269 0.063 0.13
C -0.182 4.151 -3.138 0.092 -0.013 0.021 -0.05
C 2.717 1.861 -2.549 0.374 0.151 -0.499 0.37
C 2.910 0.476 -2.408 0.378 -0.786 0.146 -0.04
C 1.792 -0.334 -2.042 0.072 -0.030 -0.166 0.11
C 1.873 -1.755 -2.121 -0.084 0.439 0.424 0.00
C 3.099 -2.328 -2.459 0.087 -0.093 0.076 0.15
C 4.242 -1.544 -2.686 -0.013 0.054 0.043 -0.06
C 4.158 -0.163 -2.646 -0.197 -0.046 -0.080 0.14
H -2.270 3.637 -2.901 0.211 -0.019 -0.018 0.01
H 1.971 4.361 -3.280 -0.302 -0.088 -0.026 0.00
H -0.403 5.151 -3.512 0.103 -0.272 0.108 0.00
H 3.560 2.475 -2.877 -0.314 -0.203 0.079 0.01
H 3.164 -3.416 -2.544 0.013 0.336 0.015 0.01
H 5.191 -2.039 -2.913 -0.334 0.234 0.088 0.00
H 5.032 0.467 -2.825 -0.207 -0.241 -0.055 0.00
N 0.623 0.316 -1.635 -0.527 -0.411 -0.768 0.06
Gd 0.235 -0.085 0.527 0.214 -0.182 -0.921 6.33
C -2.181 1.147 -1.850 0.216 -0.023 -0.080 0.01
H -2.110 0.140 -2.296 -0.023 0.299 0.181 -0.01
H -3.134 1.603 -2.160 0.266 -0.113 -0.016 0.00
C 0.668 -2.646 -1.840 -0.063 0.062 0.108 -0.02
H -0.229 -2.286 -2.369 0.266 -0.056 0.138 -0.01
H 0.878 -3.674 -2.164 -0.030 0.227 -0.090 0.00
P -2.263 0.942 -0.003 0.231 0.138 -0.780 -0.07
P 0.226 -2.766 -0.027 0.410 0.261 -0.933 -0.06
C 1.601 -3.781 0.610 0.108 -0.326 0.443 -0.01
H 1.640 -3.655 1.702 0.089 -0.189 -0.266 -0.01
H 1.435 -4.843 0.380 0.168 0.266 0.057 0.00
H 2.567 -3.463 0.196 -0.304 0.036 0.045 -0.01
C -1.170 -3.932 -0.004 -0.332 -0.280 0.252 -0.01
H -0.823 -4.968 -0.131 -0.159 0.297 -0.047 0.00
H -1.672 -3.842 0.971 0.063 -0.135 -0.321 0.00
H -1.899 -3.685 -0.790 0.246 -0.006 0.252 0.00
C -2.630 2.652 0.523 -0.279 0.206 0.268 -0.01
H -3.653 2.932 0.230 0.295 0.038 0.116 0.00
H -2.535 2.714 1.617 -0.123 0.120 -0.289 0.01
H -1.920 3.358 0.074 -0.112 -0.242 0.071 0.00
C -3.867 0.114 0.235 -0.313 -0.126 0.178 -0.02
H -3.992 -0.106 1.305 -0.099 0.016 -0.272 0.00
H -4.696 0.757 -0.099 0.200 -0.213 0.081 0.00
H -3.891 -0.837 -0.315 0.063 0.284 0.176 0.00
H 3.764 3.120 -1.017 0.150 0.271 0.883 -0.02
H 3.900 3.353 -0.305 -0.023 -0.084 -0.502 0.02
C -1.744 1.244 4.179 -0.232 0.195 0.296 0.00
P -0.657 -0.168 4.037 0.685 0.075 -1.404 -0.01
C 0.565 -0.150 5.333 0.068 -0.003 0.484 0.00
C -1.635 -1.661 4.155 -0.232 -0.188 0.231 -0.02
O 0.080 -0.107 2.679 -0.577 -0.008 2.148 -0.02
H -2.086 1.334 5.219 -0.029 0.065 -0.252 0.00
H -2.617 1.129 3.521 0.271 -0.050 0.174 0.00
H -1.209 2.161 3.896 -0.054 -0.271 0.121 0.00
H 0.094 0.054 6.304 0.187 -0.088 -0.185 0.00
H 1.069 -1.126 5.372 -0.135 0.271 -0.023 0.00
H 1.312 0.625 5.117 -0.253 -0.173 0.047 0.00
H -2.451 -1.646 3.419 0.253 0.071 0.148 -0.01
H -1.006 -2.541 3.968 -0.092 0.266 0.069 0.00
H -2.067 -1.736 5.163 0.066 -0.045 -0.224 0.00
```
Positions in Å, forces in eV/Å.

Its total energy is -75595.928 eV. As for the total charge: +1. As for the LUMO energy (alpha / beta): -2.67 / -2.54 eV. The expectation value of S² is 16.770. The spin multiplicity is 8.

The following is a quantum chemistry calculation of a 2-piece molecular cluster, C3HF5O overall in a non-equilibrium geometry, from the OMol25 dataset.

Geometry as XYZ:
```
10
Properties=species:S:1:pos:R:3:forces:R:3:nbo_charge:R:1
F -1.399 -1.914 0.131 0.056 -0.326 0.361 -0.29
C -1.018 -0.773 -0.400 -2.691 0.982 1.124 0.58
F -0.141 -0.935 -1.315 1.447 0.089 -1.229 -0.28
C -1.716 0.347 -0.170 0.770 1.637 0.307 0.57
F -2.627 0.552 0.780 0.420 -0.949 -0.509 -0.29
F -1.387 1.559 -0.677 -0.021 -1.425 -0.038 -0.30
O 1.725 -0.184 1.473 -0.548 -1.031 1.958 -0.50
C 2.122 0.195 0.458 -2.039 2.385 0.188 0.74
F 1.617 1.316 -0.108 -0.034 0.187 -0.113 -0.35
H 2.823 -0.162 -0.173 2.639 -1.549 -2.049 0.11
```
Positions in Å, forces in eV/Å.

Its total energy is -18760.063 eV. As for the LUMO energy: 0.79 eV. Its SMILES is FC(F)=C(F)F.O=CF.